One molecule with the formula C3H5IN2, computed with ωB97M-V/def2-TZVPD.

Output
LUMO energy (spin up / spin down) = -0.0870 / -0.0870 Ha
HOMO energy (spin up / spin down) = -7.67 / -7.67 eV
energy = -14266.5708 eV
relative energy (zero: lowest compared OMol25 entry of this formula, charge and spin) = 116.1 kcal/mol

The geometry in XYZ format:
```
11
C3H5IN2 ωB97M-V/def2-TZVPD
C -1.47 -0.03 -0.10
C -1.55 1.30 -0.11
C 0.96 -0.83 0.09
N -0.44 -0.86 0.07
N 1.75 0.25 0.33
I 3.74 0.12 0.15
H -2.32 -0.59 -0.11
H -2.59 1.74 -0.13
H -0.56 1.95 0.02
H 1.26 -1.69 0.67
H 1.23 -1.36 -0.88
```

=====

C14H22BN4O2PtS as an isolated structure, computed with ωB97M-V/def2-TZVPD.

Output
net charge = +3
LUMO energy (spin up / spin down) = -0.4771 / -0.4771 Ha
HOMO energy (spin up / spin down) = -18.01 / -18.01 eV
energy = -39662.3689 eV

The geometry in XYZ format:
```
45
C14H22BN4O2PtS ωB97M-V/def2-TZVPD
Pt -0.59 -0.23 -0.29
N -0.30 -2.29 -0.14
N 0.83 -2.81 -0.81
C 1.74 -1.97 -1.30
N 2.82 -2.39 -1.91
S 1.50 -0.26 -1.10
H -0.27 -2.58 0.84
H -1.14 -2.70 -0.58
H 0.94 -3.82 -0.82
H 3.02 -3.38 -2.05
H 3.50 -1.74 -2.28
N -1.29 1.54 -0.61
C -1.69 2.58 -0.96
C -2.17 3.82 -1.33
C -2.90 3.95 -2.54
C -3.37 5.19 -2.89
C -3.12 6.29 -2.06
C -2.40 6.16 -0.87
C -1.92 4.93 -0.49
H -3.08 3.09 -3.17
H -3.94 5.32 -3.80
H -3.48 7.27 -2.36
H -2.23 7.03 -0.25
H -1.36 4.80 0.42
C 2.33 -0.58 4.21
C 0.96 -0.25 3.67
C -0.14 -0.95 4.44
O 0.86 -0.74 2.21
B 0.10 0.21 1.69
O -0.25 1.32 2.28
C 0.68 1.29 3.50
C 1.93 2.06 3.11
C -0.01 1.92 4.68
H 2.43 -1.65 4.34
H 2.43 -0.12 5.20
H 3.13 -0.23 3.56
H -0.01 -2.03 4.38
H -1.13 -0.70 4.07
H -0.07 -0.68 5.49
H 2.45 1.59 2.27
H 2.61 2.12 3.96
H 1.68 3.08 2.82
H -0.98 1.47 4.89
H -0.17 2.98 4.49
H 0.63 1.83 5.56
```

=====

An isolated ion of composition C8H15N2O4 and charge -1, computed with ωB97M-V/def2-TZVPD.

Output
net charge = -1
LUMO energy = 0.1283 Ha
HOMO energy = -5.21 eV
energy = -19709.2991 eV
relative energy (zero: lowest compared OMol25 entry of this formula, charge and spin) = 26.6 kcal/mol

The geometry in XYZ format:
```
29
C8H15N2O4 ωB97M-V/def2-TZVPD
C -2.59 -0.76 -0.78
C -1.28 -0.03 1.16
C 2.29 -1.87 -0.59
C 0.25 -2.55 0.90
C -1.06 2.80 0.34
C 0.94 2.25 -0.98
C 1.17 -1.39 0.39
C 0.02 1.78 0.21
N 0.42 -0.48 -0.49
N -0.50 0.40 0.06
O -3.13 0.27 -1.05
O -2.26 -0.81 0.95
O -2.38 -1.79 -1.31
O -1.03 0.45 2.28
H 1.84 -1.75 -1.55
H 3.03 -1.17 -0.46
H 2.63 -2.89 -0.61
H 0.23 -3.41 0.20
H -0.71 -2.10 0.98
H 0.62 -3.11 1.87
H -1.62 2.88 -0.65
H -1.71 2.40 1.21
H -0.72 3.90 0.52
H 1.68 1.51 -1.14
H 1.47 3.26 -0.86
H 0.14 2.43 -1.87
H 1.63 -0.96 1.25
H 0.72 1.85 1.01
H -0.10 -1.10 -0.97
```

=====

One molecule with the formula C3H4N2O3S, computed with ωB97M-V/def2-TZVPD.

Output
LUMO energy = -0.0227 Ha
HOMO energy = -9.40 eV
energy = -23125.9729 eV
relative energy (zero: lowest compared OMol25 entry of this formula, charge and spin) = 175.1 kcal/mol

The geometry in XYZ format:
```
13
C3H4N2O3S ωB97M-V/def2-TZVPD
C 0.18 -1.22 0.15
C -0.75 -1.35 -0.79
C -0.92 1.28 0.08
N 0.43 -0.02 0.73
N 1.63 0.46 1.14
O 2.39 -0.45 1.39
O 1.67 1.64 1.21
O -0.68 0.46 -2.40
S -1.57 0.22 -1.26
H 0.54 -2.21 0.32
H -1.06 -2.25 -1.28
H -1.52 1.39 0.92
H -0.34 2.06 -0.23
```

=====

An isolated ion of composition C13H21Cl2N2O2 and charge +1, computed with ωB97M-V/def2-TZVPD.

Output
net charge = +1
LUMO energy = -0.0848 Ha
HOMO energy = -11.68 eV
energy = -45935.7847 eV
relative energy (zero: lowest compared OMol25 entry of this formula, charge and spin) = 2.6 kcal/mol

The geometry in XYZ format:
```
40
C13H21Cl2N2O2 ωB97M-V/def2-TZVPD
C -2.53 1.59 -0.39
H -3.39 0.94 -0.28
H -2.55 2.06 -1.37
H -2.56 2.36 0.39
O -1.40 0.75 -0.24
C -0.19 1.08 -0.78
C 0.33 2.36 -1.00
C 1.59 2.52 -1.57
C 2.36 1.43 -1.89
C 1.89 0.15 -1.64
C 0.63 -0.02 -1.10
C 0.09 -1.41 -0.84
N -0.25 -1.56 0.59
H -0.97 -0.87 0.83
C 0.87 -1.49 1.54
H 1.16 -0.46 1.75
C 0.35 -2.21 2.80
N -0.38 -3.39 2.34
H -0.64 -2.52 0.88
C -1.63 -3.66 3.05
H -1.58 -3.32 4.08
H -1.81 -4.74 3.06
C -2.83 -3.00 2.35
C -3.17 -3.68 1.03
H -3.93 -3.12 0.49
H -2.29 -3.78 0.39
H -3.57 -4.68 1.22
O -2.54 -1.62 2.16
H -3.37 -1.14 2.05
H -3.69 -3.10 3.03
H 0.22 -4.21 2.34
H -0.35 -1.55 3.32
H 1.18 -2.45 3.47
H 1.72 -2.02 1.12
H 0.82 -2.16 -1.12
H -0.83 -1.56 -1.41
H 2.50 -0.71 -1.89
Cl 3.92 1.65 -2.58
H 1.96 3.52 -1.74
Cl -0.51 3.81 -0.56
```

=====

An isolated ion of composition C5H6N and charge +1, computed with ωB97M-V/def2-TZVPD.

Output
net charge = +1
LUMO energy = -0.1960 Ha
HOMO energy = -14.14 eV
energy = -6760.3578 eV
relative energy (zero: lowest compared OMol25 entry of this formula, charge and spin) = 111.1 kcal/mol

The geometry in XYZ format:
```
12
C5H6N ωB97M-V/def2-TZVPD
C -0.97 0.69 0.36
C 2.36 0.81 -1.12
C -2.12 1.33 0.81
C 0.31 -1.55 -0.03
C 0.26 -0.02 -0.09
N 1.35 0.63 -0.61
H -3.01 1.17 0.31
H 3.32 1.18 -1.33
H 1.11 -1.93 0.68
H 0.42 -1.97 -1.02
H -0.63 -1.93 0.27
H -2.41 1.58 1.77
```